This record from the OMol25 dataset describes 6 unconnected molecules or ions with the total composition C20H54N2O11 in a non-equilibrium geometry. The level of theory is ωB97M-V with the def2-TZVPD basis set.

E in a.u.: -1731.275312
Lowest unoccupied orbital energy in eV: 0.5
SMILES: COCCNCCOC.COCCNCCOC.OCCO.OCCO.OCCO.CCO
ΔE to the lowest compared entry with this formula, charge and spin in kJ/mol: 305.06
Net charge: 0
Largest force on an atom in eV Å⁻¹: 9.37

CARTESIAN COORDINATES (ANGSTROEM)
C1 2.471 -3.029 -4.037
O1 2.324 -1.647 -4.293
C2 1.648 -0.921 -3.258
C3 2.760 -0.206 -2.514
N1 2.286 0.424 -1.297
C4 3.333 0.994 -0.478
C5 2.785 1.310 0.875
O2 3.537 1.912 1.671
C6 3.012 2.054 3.037
H1 3.200 -3.441 -4.782
H2 1.552 -3.611 -4.195
H3 2.834 -3.169 -2.971
H4 1.172 -1.541 -2.482
H5 0.908 -0.277 -3.751
H6 3.300 0.492 -3.227
H7 3.394 -0.974 -2.123
H8 1.473 1.093 -1.467
H9 3.700 1.922 -0.844
H10 4.162 0.300 -0.329
H11 2.508 0.377 1.345
H12 1.873 1.875 0.740
H13 2.073 2.598 3.070
H14 3.827 2.596 3.536
H15 2.801 1.077 3.409
C7 -0.599 1.472 2.368
O3 -0.947 1.511 1.009
C8 -2.083 2.270 0.797
C9 -2.782 1.482 -0.326
N2 -3.957 2.233 -0.868
C10 -4.655 1.378 -1.768
C11 -5.757 2.150 -2.507
O4 -6.722 1.598 -3.068
C12 -6.396 0.779 -4.264
H16 -1.283 0.984 3.032
H17 -0.317 2.464 2.793
H18 0.371 0.985 2.380
H19 -1.902 3.251 0.432
H20 -2.640 2.301 1.704
H21 -3.106 0.498 0.031
H22 -2.002 1.361 -1.089
H23 -3.606 3.094 -1.336
H24 -5.131 0.522 -1.223
H25 -4.036 1.027 -2.552
H26 -5.231 2.793 -3.167
H27 -6.097 2.830 -1.766
H28 -7.142 0.985 -5.048
H29 -6.365 -0.307 -3.980
H30 -5.419 1.041 -4.707
O5 -0.404 -0.683 -0.310
C13 -0.333 -1.679 0.684
C14 0.676 -2.577 0.171
O6 1.867 -1.872 0.249
H31 -0.647 0.131 0.203
H32 -0.164 -1.259 1.664
H33 -1.308 -2.268 0.694
H34 0.343 -2.957 -0.827
H35 0.657 -3.395 0.856
H36 1.800 -1.075 -0.397
O7 6.016 -1.351 2.961
C15 4.730 -0.979 2.745
C16 3.823 -1.900 3.384
O8 2.467 -1.608 3.118
H37 6.607 -0.613 2.770
H38 4.666 0.025 3.146
H39 4.576 -0.845 1.731
H40 4.020 -2.020 4.433
H41 4.000 -2.816 2.879
H42 2.276 -1.340 2.189
O9 -2.432 -1.383 -1.766
C17 -2.075 -1.018 -3.074
C18 -3.181 -1.380 -3.953
O10 -2.982 -0.551 -5.075
H43 -1.781 -1.088 -1.120
H44 -1.772 0.017 -3.060
H45 -1.140 -1.532 -3.354
H46 -4.159 -1.009 -3.509
H47 -3.275 -2.425 -4.129
H48 -2.034 -0.512 -5.329
C19 0.400 1.222 5.647
C20 0.430 -0.180 5.805
O11 0.063 -0.796 4.596
H49 1.051 1.719 6.378
H50 -0.668 1.564 5.493
H51 0.851 1.386 4.649
H52 -0.347 -0.401 6.558
H53 1.387 -0.468 6.283
H54 0.869 -0.996 4.101

Results of the Löwdin charge analysis, in e, for atoms 1 through 4: atom 1 (C): -0.113, atom 2 (O): -0.201, atom 3 (C): -0.209, atom 4 (C): -0.200